# C44H66O33

11 unconnected molecules or ions with the total composition C44H66O33 in a non-equilibrium geometry (ωB97M-V with the def2-TZVPD basis set, the OMol25 dataset).

Each line ends with the Mulliken charge.
Atoms and positions in Å:
O: 3.681 1.527 -1.964  -0.4557
O: -3.364 2.209 -6.113  -0.3581
O: 0.923 -3.032 1.195  -0.1787
O: -6.037 -2.432 -0.787  -0.4215
O: 0.616 3.397 2.996  0.5541
O: -1.970 -1.710 -1.208  -0.5162
O: 3.779 3.666 -2.415  -0.2835
O: 2.146 4.612 -0.211  -0.3583
O: 0.501 2.888 5.167  -0.4188
O: 1.848 1.690 3.780  -0.1591
O: -3.550 0.096 -6.873  -0.4335
O: -2.043 1.473 -7.835  -0.5668
O: -2.266 2.144 3.613  -0.5666
O: 5.796 -2.639 2.841  -0.3800
O: -3.783 2.033 -2.105  -0.5916
O: 3.443 4.846 1.662  -0.4080
O: 0.180 -1.902 -2.014  -0.3875
O: 4.628 -4.535 2.539  -0.5325
O: -7.406 -0.825 0.092  -0.4196
O: 1.102 -5.180 1.785  -0.4610
O: 3.386 2.915 0.609  0.4917
O: -0.769 -5.617 -3.263  -0.4030
O: -0.353 -5.747 -1.109  -0.1817
O: -2.092 3.572 -2.301  -0.4191
O: 2.006 2.533 -3.054  -0.2499
O: 3.596 -2.659 3.151  -0.3954
O: -2.925 0.036 3.772  -0.4324
O: -1.295 0.633 2.301  0.4918
O: -2.144 2.129 -0.546  -0.0723
O: 2.525 -4.362 0.260  -0.2967
O: -7.447 -2.976 0.815  -0.5329
O: 1.358 -5.644 -2.656  -0.6191
O: -0.433 -0.204 -0.688  0.8670
C: -1.595 -0.753 2.037  0.8537
C: 4.235 2.622 1.726  1.7739
C: -6.967 -2.187 0.090  0.4790
C: 4.336 3.982 2.389  -0.5051
C: 2.945 4.178 0.592  0.1115
C: 0.170 -5.691 -2.351  0.6490
C: -5.746 -1.193 -1.541  1.7538
C: -2.030 -5.322 -2.649  -0.0170
C: 1.676 -7.596 1.654  -1.3072
C: -2.300 -4.938 -0.065  -0.5181
C: -0.772 5.318 -1.371  -1.5584
C: 1.038 -0.074 -0.847  0.4701
C: -1.123 3.025 -0.290  0.8700
C: 3.207 2.487 -2.403  0.5219
C: -3.982 0.051 -5.539  0.2766
C: 2.194 -6.182 1.708  0.7036
C: -4.235 1.545 -5.202  0.2940
C: 4.714 -3.386 2.812  0.5766
C: -0.820 -1.330 -1.290  -0.1461
C: -0.875 3.859 -1.583  2.1024
C: 5.558 2.146 1.139  -1.7229
C: -3.613 -2.142 3.001  -1.3731
C: 0.626 5.202 5.884  -1.4110
C: 2.052 3.645 -3.959  -0.6881
C: 1.507 -4.086 1.109  0.4574
C: 3.950 -1.316 3.453  1.9602
C: -2.778 2.568 -1.718  0.2032
C: -2.881 -0.547 -4.664  -0.6506
C: 3.301 -0.814 4.740  -1.8493
C: 4.180 4.827 -4.366  -1.6393
C: -6.485 -1.176 -2.823  -1.2253
C: -6.267 -0.138 -0.533  -0.2308
C: 5.467 -1.363 3.462  -0.1145
C: -2.432 -1.180 3.252  0.6833
C: 2.879 -5.796 0.407  -0.9308
C: 1.405 -1.328 -1.648  -0.3363
C: 3.108 4.524 -3.371  0.4124
C: 1.746 0.060 0.538  0.7139
C: -2.151 1.020 3.308  0.1208
C: -0.178 4.465 3.536  -0.5523
C: -0.166 4.130 5.064  0.2246
C: -2.884 1.269 -6.982  0.5889
C: 1.023 2.549 3.946  -0.1521
C: -1.757 -5.798 -1.196  0.3822
H: 1.639 5.153 5.566  0.3165
H: -0.799 5.910 -2.281  0.3862
H: 4.727 3.934 -4.589  0.4126
H: -2.038 0.114 -4.758  0.2250
H: -2.589 -1.568 -5.048  0.3380
H: 2.363 -8.154 1.019  0.3636
H: 1.211 0.768 -1.467  -0.4062
H: 2.339 3.352 -4.964  0.4546
H: -4.419 -2.157 3.682  0.4530
H: -1.196 3.972 5.487  0.3607
H: 2.739 5.360 -2.824  0.3974
H: -2.140 -6.841 -1.136  0.2707
H: 3.866 5.320 -5.302  0.3777
H: 0.187 6.182 5.645  0.3776
H: 5.927 2.838 0.377  0.4392
H: 2.798 0.341 0.336  -0.0633
H: 1.271 0.700 1.267  -0.3073
H: -3.913 1.855 -4.236  -0.2437
H: 1.092 4.130 -4.045  0.3702
H: -1.343 3.752 0.519  -0.3007
H: 1.772 -0.953 0.950  -0.4433
H: -2.224 -4.208 -2.749  -0.1238
H: 2.482 -6.225 -0.496  0.4128
H: 0.046 3.545 -2.139  -1.1984
H: 3.751 1.916 2.372  -0.9988
H: 3.567 0.196 4.879  0.5583
H: -4.051 -1.983 2.021  0.1153
H: -2.242 -0.809 1.140  -0.6107
H: 5.376 4.334 2.243  0.3512
H: 0.150 5.700 -0.804  0.1923
H: -5.504 0.149 0.217  0.1651
H: -3.392 -5.127 0.130  0.4707
H: 0.713 -7.498 1.104  0.2092
H: -1.181 4.407 3.100  0.1982
H: -1.860 -1.604 4.077  0.1986
H: 0.522 5.022 6.956  0.3865
H: -1.762 -5.137 0.967  0.1085
H: -6.119 -0.297 -3.382  0.1181
H: -4.664 -1.047 -1.594  -0.6738
H: -0.628 -1.287 1.918  -0.5113
H: 2.016 -1.986 -1.036  -0.0994
H: -6.643 0.792 -1.046  0.2776
H: -4.854 -0.586 -5.563  0.3784
H: -0.225 2.490 0.092  -0.3610
H: -5.273 1.868 -5.267  0.2689
H: 2.881 -5.976 2.564  0.2956
H: 3.656 -1.369 5.619  0.4008
H: -1.584 5.582 -0.694  0.4811
H: 4.016 4.028 3.459  0.2536
H: 6.054 -0.641 2.932  0.2089
H: -3.309 -3.154 3.099  0.4265
H: 1.556 -8.055 2.612  0.3739
H: -6.261 -2.003 -3.442  0.4052
H: 5.371 1.246 0.528  0.3032
H: 0.256 5.449 3.316  0.3702
H: -3.175 -0.523 -3.629  -0.0545
H: -2.204 -3.874 -0.245  -0.2720
H: 2.201 -0.706 4.600  0.2530
H: -2.810 -5.828 -3.225  0.3272
H: 6.338 1.907 1.797  0.4556
H: 1.982 -1.108 -2.480  0.7023
H: 4.906 5.547 -4.003  0.3753
H: 5.769 -1.497 4.565  0.2360
H: 4.001 -5.896 0.402  0.2873
H: -7.593 -1.105 -2.668  0.3426
H: 3.536 -0.726 2.665  -0.9420

For the HOMO-LUMO gap, the calculation gives 10.750 eV. As for the SMILES: C[C@H]1COC(=O)O1.C[C@H]1COC(=O)O1.C[C@H]1COC(=O)O1.C[C@H]1COC(=O)O1.C[C@H]1COC(=O)O1.C[C@H]1COC(=O)O1.C[C@H]1COC(=O)O1.C[C@H]1COC(=O)O1.C[C@H]1COC(=O)O1.C[C@H]1COC(=O)O1.C[C@H]1COC(=O)O1.